Entry 1:
A cluster of 2 separate species, C32H28BF6NO2S in total. Source: the OMol25 dataset; level of theory: ωB97M-V with the def2-TZVPD basis set.

Structure (XYZ):
```
71
Properties=species:S:1:pos:R:3:forces:R:3:mulliken_charge:R:1
C 0.893008 6.931427 -3.076219 0.261 0.250 -0.139 -1.237
C 0.333874 5.764214 -2.347765 -1.332 -0.797 0.371 0.545
C -0.982928 5.338274 -2.370277 0.847 -0.157 0.379 -0.689
C -1.217820 4.164133 -1.568380 0.680 0.547 -0.509 -0.917
C -0.093751 3.675196 -0.949996 -0.114 0.720 -0.108 0.309
B -0.135235 2.428704 0.146069 -0.603 0.848 -3.963 1.979
C -0.567735 1.221201 -0.880715 0.161 0.878 1.864 -0.310
C 0.436175 0.675197 -1.647956 0.073 -0.771 -0.568 -0.848
C 0.138382 -0.329166 -2.559752 0.296 0.282 -0.241 -0.197
C 1.322726 -0.943853 -3.253984 0.370 0.071 -0.419 0.683
F 0.985334 -1.801360 -4.257453 0.305 0.492 0.682 -0.309
F 2.160829 0.000892 -3.788792 -0.699 -0.935 0.399 -0.293
F 2.097576 -1.658811 -2.356979 -0.346 0.441 -0.883 -0.228
C -1.177475 -0.738760 -2.764549 0.050 -0.101 0.098 -0.417
C -2.167345 -0.187543 -1.958770 -0.374 0.050 -0.356 0.255
C -3.597439 -0.641877 -2.079271 -0.372 -0.193 -0.203 0.540
F -4.045646 -1.154974 -0.878124 0.041 0.391 -0.825 -0.218
F -4.463819 0.366254 -2.407545 0.694 -0.893 0.305 -0.295
F -3.763065 -1.632548 -3.007466 -0.037 0.739 0.693 -0.305
C -1.870081 0.799316 -1.022172 -0.263 -0.525 -0.376 -0.386
O 1.142829 2.170534 0.729382 0.168 -0.350 1.644 -0.921
C 1.056408 2.755717 2.012844 0.319 0.367 0.020 -0.255
C -0.441963 3.050077 2.290608 -0.238 -0.145 0.448 -0.496
O -1.133385 2.889402 1.069417 0.171 -0.719 1.825 -0.601
S 1.258266 4.710684 -1.302515 -0.587 -0.019 -0.463 -0.300
H 0.105361 7.427046 -3.658538 0.142 -0.134 0.172 0.337
H 1.309855 7.667333 -2.376813 0.051 -0.063 -0.235 0.269
H 1.674607 6.618898 -3.781222 -0.043 0.186 0.163 0.266
H -1.765504 5.849503 -2.926272 0.192 -0.032 0.005 0.299
H -2.199583 3.709451 -1.478118 0.133 -0.017 0.051 0.401
H 1.457379 1.037331 -1.558719 -0.108 -0.061 0.126 0.580
H -1.426650 -1.489874 -3.501992 0.077 0.002 0.072 0.637
H -2.660100 1.249582 -0.426910 0.087 -0.085 0.058 0.605
H 1.466293 2.056224 2.753180 0.009 0.327 0.050 -0.235
H 1.649079 3.687281 2.047663 -0.128 -0.255 0.042 0.464
H -0.852215 2.324136 3.030969 0.178 0.389 -0.064 0.185
H -0.556655 4.072315 2.701628 -0.114 -0.422 -0.167 0.323
C -2.877532 -1.758280 3.448323 -0.231 0.342 0.421 -1.640
C -2.307402 -2.069509 2.121601 0.882 0.800 -1.066 0.278
N -2.973185 -2.889400 1.279441 0.029 -0.273 -0.041 0.211
C -2.201622 -3.189837 0.162676 0.455 0.358 -0.095 -0.746
C -0.968904 -2.515594 0.309578 -0.588 -0.846 0.196 1.107
C 0.035141 -2.741603 -0.617570 0.266 -0.432 -0.349 0.492
C -0.213796 -3.584934 -1.705804 0.011 0.223 0.402 -1.355
C -1.487104 -4.146318 -1.895742 -0.194 -0.028 0.261 -0.663
C -2.489418 -3.982735 -0.939569 -0.135 0.131 -0.079 -0.969
C -1.045760 -1.732469 1.537853 -1.112 -0.731 -0.155 0.133
C -0.010903 -0.852290 1.956227 0.509 -0.959 1.349 -0.564
C 1.289172 -1.352541 2.280604 0.219 0.116 -0.153 0.889
C 1.652818 -2.710341 2.016008 -0.025 -0.086 -0.322 -0.026
C 2.974532 -3.111315 2.008244 -0.674 -0.145 0.088 -1.010
C 3.981894 -2.235562 2.430479 -0.086 0.288 -0.317 1.181
C 5.409073 -2.640766 2.246537 0.211 -0.009 0.207 -1.471
C 3.615772 -0.986754 2.969013 -0.290 -0.120 0.105 -1.077
C 2.299716 -0.551225 2.896812 0.039 0.169 -0.393 -0.606
H -2.094168 -1.442575 4.146439 -0.281 0.041 -0.176 0.376
H -3.621558 -0.958243 3.333511 0.169 -0.050 0.217 0.320
H -3.391837 -2.628468 3.888827 0.242 0.264 -0.236 0.418
H -3.924339 -3.218599 1.436623 0.572 0.083 0.009 0.294
H 1.005470 -2.286793 -0.436424 -0.154 -0.150 -0.394 0.772
H 0.578427 -3.813419 -2.421146 -0.260 0.244 0.212 0.475
H -1.696027 -4.705200 -2.808004 0.083 0.004 0.329 0.425
H -3.490224 -4.410056 -1.021580 0.346 -0.003 -0.253 0.417
H -0.239331 0.205641 2.079115 0.102 0.000 0.484 0.126
H 0.882253 -3.432692 1.747742 0.208 0.303 -0.056 0.735
H 3.217187 -4.121877 1.656419 -0.014 0.455 0.260 0.415
H 6.085947 -1.891278 2.662751 -0.012 -0.212 0.016 0.368
H 5.588670 -3.620790 2.711067 0.054 0.287 -0.070 0.359
H 5.645197 -2.746836 1.178456 -0.169 0.046 0.208 0.324
H 4.379012 -0.355513 3.430666 -0.277 -0.162 -0.227 0.363
H 2.023238 0.416619 3.316334 0.159 -0.251 -0.331 0.427
```
Forces are in eV/Å.

Computed properties:
- Multiplicity: 1
- Net charge: 0
- E_HOMO: -6.57 eV
- LUMO energy: -3.0 eV
- Calculated total energy: -67040.4224 eV

Entry 2:
A structure of composition C32H28N2O2P2PdS2SbSe4. Source: the OMol25 dataset; level of theory: ωB97M-V with the def2-TZVPD basis set.

Structure (XYZ):
```
74
Properties=species:S:1:pos:R:3:forces:R:3:mulliken_charge:R:1
Pd 0.457893 0.437391 0.299483 -0.315 0.748 -0.545 0.162
S -0.409494 -1.552166 1.725403 -0.160 -0.033 0.314 -0.570
P -1.619859 0.017015 2.154449 0.157 -0.156 0.484 2.476
C -1.048335 1.482271 1.507292 0.190 -0.842 -1.213 -1.553
P -1.527628 2.340730 0.119271 -0.038 0.603 0.334 2.300
S -0.375957 1.949350 -1.495475 -0.121 -0.329 0.350 -0.699
C -3.301930 2.275862 -0.286541 0.015 -0.179 -0.074 -0.192
C -3.739420 2.097729 -1.591186 0.105 0.008 -0.023 -0.232
C -5.092919 1.958804 -1.860830 -0.089 0.005 -0.045 -0.764
C -6.013329 1.995168 -0.826101 -0.021 0.039 0.010 -0.493
C -5.582081 2.190469 0.480350 -0.096 -0.029 -0.011 -0.617
C -4.233487 2.327620 0.747090 0.108 0.135 0.079 0.054
C -1.295922 4.108901 0.509760 0.028 0.006 -0.011 0.091
C -2.021501 5.102892 -0.137392 -0.048 -0.084 -0.056 -0.512
C -1.797947 6.437751 0.156964 0.038 0.114 -0.003 -0.630
C -0.838856 6.789674 1.096371 0.009 -0.016 -0.022 -0.428
C -0.098270 5.801375 1.730819 0.055 0.080 0.007 -0.708
C -0.323344 4.466267 1.439228 0.009 -0.097 0.007 -0.332
C -1.628940 0.227611 3.966838 0.024 -0.001 0.022 0.048
C -1.587346 -0.876786 4.811992 -0.031 -0.080 -0.079 -0.248
C -1.550817 -0.705997 6.184200 0.010 0.029 0.091 -0.744
C -1.549579 0.574115 6.724594 -0.013 -0.005 0.010 -0.401
C -1.593296 1.677997 5.887193 0.004 0.040 0.099 -0.680
C -1.629805 1.505553 4.511770 -0.046 0.012 -0.113 -0.402
C -3.324225 -0.519107 1.799565 0.039 -0.016 -0.137 0.016
C -4.338367 -0.537282 2.746407 0.051 0.078 0.086 -0.420
C -5.607458 -0.979706 2.399410 -0.105 -0.030 -0.002 -0.769
C -5.868687 -1.400503 1.106218 -0.035 -0.021 0.010 -0.582
C -4.855855 -1.384514 0.154277 -0.065 -0.023 -0.047 -0.567
C -3.591499 -0.952583 0.501271 0.089 0.048 -0.033 0.196
H -3.008355 2.069651 -2.391205 0.006 -0.064 0.013 0.448
H -5.427504 1.816883 -2.880631 -0.010 -0.007 -0.018 0.416
H -7.068462 1.875307 -1.034154 -0.035 -0.013 -0.006 0.390
H -6.297519 2.215603 1.291712 -0.018 -0.001 0.015 0.427
H -3.893606 2.471986 1.767275 -0.001 -0.028 -0.002 0.340
H -2.765824 4.833321 -0.878234 -0.014 -0.002 0.025 0.337
H -2.366415 7.205647 -0.353267 -0.017 0.001 0.017 0.386
H -0.661488 7.832435 1.325477 -0.001 0.029 0.014 0.363
H 0.664761 6.071672 2.450295 -0.006 0.007 0.007 0.408
H 0.253815 3.683495 1.921016 -0.070 0.019 0.013 0.272
H -1.559930 -1.872202 4.384418 0.016 0.007 -0.019 0.329
H -1.503524 -1.569691 6.834683 -0.006 -0.017 0.015 0.388
H -1.501632 0.708633 7.797536 -0.006 0.005 0.026 0.371
H -1.577783 2.677271 6.303670 -0.011 0.010 0.012 0.408
H -1.632395 2.358856 3.842280 0.046 -0.016 0.004 0.346
H -4.141456 -0.213859 3.760840 -0.001 0.013 -0.003 0.347
H -6.390728 -1.001348 3.146936 -0.015 0.005 0.003 0.399
H -6.857425 -1.751859 0.839559 -0.024 0.009 -0.008 0.382
H -5.052200 -1.716006 -0.857578 -0.006 -0.001 -0.018 0.483
H -2.790461 -0.953856 -0.229493 0.010 0.009 0.005 -0.283
Se 5.598585 -1.515341 0.982307 0.325 0.132 0.064 -0.577
Sb 3.880171 0.047927 0.546826 -0.103 -1.449 0.037 0.496
Se 2.025640 0.526721 2.285730 0.730 0.271 0.700 0.050
Se 2.238563 -0.733807 -1.062308 -0.264 0.408 -0.430 -0.384
Se 3.815190 2.163485 1.755302 -0.199 0.668 0.237 -0.366
O 0.094145 -7.315104 0.855364 -0.093 0.040 0.122 -0.534
C 0.309406 -7.038109 -0.503975 0.059 -0.092 -0.137 -0.408
N -0.110922 -5.699943 -0.851782 0.027 0.050 0.032 0.042
C -0.732542 -5.416175 -2.022464 -0.086 -0.060 -0.052 0.658
O -1.010616 -6.279784 -2.841064 0.008 0.015 0.017 -0.705
C -1.069606 -3.976868 -2.266193 0.024 0.093 -0.016 0.483
C -1.859561 -3.656874 -3.364233 0.040 -0.016 0.038 -0.518
C -2.154023 -2.328207 -3.611420 -0.037 -0.041 -0.077 -0.898
C -1.656333 -1.364071 -2.746698 0.086 -0.003 0.085 -0.054
N -0.902862 -1.656329 -1.690074 -0.114 -0.001 -0.323 0.375
C -0.610527 -2.930382 -1.472718 0.020 -0.011 0.069 -0.668
H 0.662036 -6.749595 1.388626 0.050 -0.054 0.016 0.307
H -0.303431 -7.729629 -1.078468 0.078 0.035 -0.002 0.328
H 1.364577 -7.191412 -0.767038 -0.082 0.050 0.031 0.274
H 0.101457 -4.954268 -0.210096 0.014 -0.011 -0.025 0.127
H -2.212503 -4.455654 -4.002820 -0.002 -0.004 -0.001 0.472
H -2.747625 -2.035496 -4.467227 -0.032 -0.012 0.010 0.456
H -1.851826 -0.307546 -2.899114 -0.018 0.021 0.002 0.169
H 0.038498 -3.088380 -0.617089 -0.020 0.002 0.017 0.118
```
Forces are in eV/Å.

Computed properties:
- Multiplicity: 1
- Net charge: -1
- E_HOMO: -4.28 eV
- LUMO energy: 1.5 eV
- Calculated total energy: -352369.3706 eV

Entry 3:
A structure of composition C32H28N4O5PdS4. Source: the OMol25 dataset; level of theory: ωB97M-V with the def2-TZVPD basis set.

Structure (XYZ):
```
74
Properties=species:S:1:pos:R:3:forces:R:3:mulliken_charge:R:1
Pd -0.574349 -0.451855 0.076913 0.198 -0.162 0.086 0.892
O -1.624991 0.444227 2.279443 0.079 -0.110 -0.188 -0.313
C -2.922549 -0.010274 2.610422 0.043 -0.024 -0.042 -1.030
C -3.460021 -1.085425 1.693755 0.116 0.022 -0.011 0.779
C -4.600896 -1.785877 2.066503 -0.092 -0.053 0.113 -0.937
C -5.120869 -2.737023 1.211014 0.026 0.038 0.012 -0.452
C -4.482936 -2.958434 -0.002251 -0.053 -0.061 -0.018 -0.992
C -3.353736 -2.222397 -0.290532 -0.062 0.052 0.173 -0.146
N -2.841069 -1.300103 0.536832 -0.120 -0.072 -0.167 0.736
H -0.977306 -0.139687 2.699599 0.044 0.004 0.177 0.000
H -3.592237 0.848627 2.541122 0.037 0.083 0.017 0.372
H -2.954771 -0.370588 3.640176 -0.005 -0.004 0.038 0.438
H -5.064491 -1.580595 3.026171 0.031 -0.018 -0.087 0.483
H -6.006224 -3.298405 1.479901 0.007 0.021 0.001 0.423
H -4.856669 -3.683863 -0.712377 0.036 0.023 0.025 0.465
H -2.838862 -2.361102 -1.228296 0.045 -0.018 -0.056 0.207
N -0.435088 -1.609589 -2.063470 -0.137 1.185 0.232 -0.483
C -0.791416 -0.402163 -2.807978 -0.155 -0.191 -0.183 0.974
C 0.016934 0.156746 -3.785363 0.161 -0.014 -0.050 -0.508
C -0.334122 1.373936 -4.366942 -0.071 -0.108 0.102 -0.722
C -1.506120 2.014889 -3.982557 0.039 0.297 -0.012 -0.101
C -2.338953 1.430591 -3.041902 0.040 -0.116 -0.049 -1.353
C -1.982361 0.226793 -2.460643 -0.154 -0.099 -0.151 0.094
S -1.944902 3.657597 -4.603709 -0.105 -0.093 -0.169 1.278
O -1.216563 4.552819 -3.707493 0.173 0.059 0.236 -0.635
O -3.385799 3.724340 -4.435454 0.060 -0.067 0.052 -0.730
O -1.473641 3.668485 -5.972865 0.083 -0.021 0.087 -0.715
H 0.538363 -1.869959 -2.147353 0.129 0.035 -0.085 0.235
H -1.013061 -2.385765 -2.352877 0.007 -0.189 0.138 0.322
H 0.946652 -0.336747 -4.058219 -0.097 0.070 -0.019 0.381
H 0.299166 1.838639 -5.114007 -0.041 -0.044 0.030 0.505
H -3.255784 1.941692 -2.773477 -0.003 -0.052 -0.040 0.561
H -2.635482 -0.220567 -1.722010 0.008 0.037 0.008 -0.010
N -0.475574 3.771443 -0.947477 0.206 -0.009 0.161 0.144
C -1.024080 2.749481 -0.269007 0.001 0.112 -0.127 -1.280
N -0.295943 1.665429 -0.347097 0.758 -0.836 -0.239 0.712
C 0.814808 1.991868 -1.143039 -0.168 0.130 0.266 0.641
C 1.897946 1.221220 -1.563797 -0.029 0.048 0.170 -0.445
C 2.834325 1.833018 -2.367189 0.045 -0.117 -0.022 -0.926
C 2.712642 3.181110 -2.741348 0.010 0.032 -0.046 -0.915
C 1.655603 3.954539 -2.317329 -0.053 0.164 -0.142 -0.883
C 0.707458 3.327119 -1.518028 -0.347 -0.085 0.102 0.569
H -0.918369 4.650735 -1.149225 -0.144 0.069 -0.208 0.357
H -1.955293 2.829743 0.272201 0.045 -0.008 -0.107 0.540
H 1.993093 0.195015 -1.239605 0.042 -0.107 -0.004 0.654
H 3.680777 1.261203 -2.732384 -0.042 0.034 0.058 0.491
H 3.457680 3.617743 -3.394205 0.002 0.002 0.045 0.418
H 1.551811 4.987712 -2.620515 -0.076 -0.065 -0.021 0.433
O 1.266936 -1.380997 0.383366 -0.193 0.467 0.752 -0.854
C 1.829267 -1.292189 1.679864 0.106 -0.235 -0.133 3.512
C 2.293741 0.127818 2.011986 -0.182 -0.180 0.011 -0.064
C 3.289453 0.787185 1.359519 0.079 0.109 -0.123 -0.289
C 3.449685 2.133747 1.785877 0.087 -0.004 -0.141 -0.840
C 2.577920 2.471764 2.773165 -0.087 -0.005 0.121 -0.480
S 1.573764 1.153348 3.196859 -0.098 0.036 -0.146 -0.068
C 0.824466 -1.860193 2.702964 0.066 0.112 -0.169 -0.974
C -0.292801 -2.579556 2.386591 -0.058 -0.157 0.154 -0.689
C -0.988139 -3.082575 3.527254 -0.052 0.003 -0.140 -0.711
C -0.373271 -2.749015 4.691167 0.152 0.012 0.135 -0.639
S 1.047825 -1.831368 4.412683 -0.050 0.041 -0.008 0.055
C 3.055874 -2.208709 1.700422 -0.209 -0.017 -0.329 -1.184
C 4.081863 -2.288146 2.589052 0.044 -0.032 0.029 -0.341
C 5.000257 -3.333032 2.271235 0.052 0.099 0.147 -0.735
C 4.648059 -4.010889 1.147499 -0.105 -0.039 -0.084 -0.593
S 3.203866 -3.391377 0.460976 0.041 -0.020 0.077 -0.135
H 3.881796 0.323111 0.580827 -0.040 0.030 0.054 0.609
H 4.178831 2.816701 1.366037 -0.075 -0.071 0.064 0.420
H 2.479331 3.409655 3.302356 0.047 -0.093 -0.092 0.502
H -0.566513 -2.815980 1.369427 -0.002 0.019 -0.058 0.647
H -1.888497 -3.681314 3.472915 0.046 0.035 -0.007 0.483
H -0.653814 -3.007469 5.703631 -0.014 0.050 -0.136 0.496
H 4.181528 -1.623249 3.438857 0.025 -0.039 -0.063 0.463
H 5.886560 -3.554356 2.852960 -0.080 0.014 -0.046 0.411
H 5.159281 -4.839254 0.678479 -0.011 0.091 0.045 0.466
```
Forces are in eV/Å.

Computed properties:
- Multiplicity: 3
- Net charge: 0
- E_HOMO (alpha / beta): -7.85 / -7.85 eV
- <S²>: 2.005
- LUMO energy (alpha / beta): -0.4 / -2.0 eV
- Calculated total energy: -96655.5385 eV

Energy above the lowest of the compared OMol25 structures with the same formula, charge and spin, record by record: 1.075 0.866 0.994 eV
Largest force on an atom, record by record: 4.10 1.49 1.22 eV/Å